1.
Here is a 15-piece molecular cluster, H30O15 overall at a distorted geometry from OMol25. Energies are from the ωB97M-V functional and the def2-TZVPD basis.

Calculated values
Frontier orbital gap, Eh: 0.361
Energy, Eh: -1146.4837
M, g mol⁻¹: 270.22
Total charge: 0
Relative energy (zero: lowest compared OMol25 entry of this formula, charge and spin), kcal/mol: 98.1
E_HOMO, Ha: -0.370

Cartesian coordinates (Å):
H (-1.144768, -0.513128, -0.908257)
H (0.311634, -0.079763, -0.941871)
H (-5.806979, 0.859300, 0.923643)
H (-4.979459, -0.338417, 0.486924)
H (-1.069613, -0.394265, 2.752947)
H (-2.146862, -0.388135, 3.825112)
H (-4.500205, 3.982117, -0.893423)
H (-4.316647, 2.483232, -1.065735)
H (4.422670, -0.157375, -3.056893)
H (3.322904, -1.149464, -2.715840)
H (0.913850, 0.487673, 3.064315)
H (1.640089, 1.822497, 3.093696)
H (-1.870026, -2.531881, -2.860976)
H (-1.962973, -2.765807, -1.362083)
H (1.989630, 1.163474, -0.738948)
H (0.736003, 1.868614, -1.230108)
H (-0.935476, -2.152514, 1.434868)
H (0.383658, -1.495094, 1.805983)
H (3.140167, -3.328727, -0.602309)
H (2.183585, -2.910070, -1.706717)
H (-1.064543, 3.627286, -0.846659)
H (-0.892917, 5.133337, -0.735318)
H (2.566597, -2.548900, 2.218713)
H (1.944547, -1.314238, 2.850144)
H (3.997887, 3.552032, 0.205414)
H (3.466711, 2.307617, 0.897748)
H (-5.206807, -2.552914, -1.460990)
H (-4.029922, -3.060990, -0.644386)
H (3.749619, 0.560766, -1.599721)
H (4.354287, -0.468663, -0.659139)
O (-0.584807, 0.271261, -0.895331)
O (-4.982043, 0.625414, 0.483453)
O (-1.905077, -0.810533, 2.993181)
O (-3.999865, 3.233320, -0.549978)
O (3.490046, -0.342172, -3.215173)
O (1.701781, 0.916522, 3.416796)
O (-1.608049, -2.151865, -2.014840)
O (1.690433, 1.979891, -1.154802)
O (-0.076623, -2.341608, 1.829335)
O (2.205674, -3.327713, -0.838341)
O (-1.014734, 4.340764, -0.200548)
O (2.774218, -1.801120, 2.790298)
O (3.866810, 2.606326, 0.073319)
O (-4.406083, -3.084763, -1.531475)
O (3.651676, 0.188675, -0.716010)

Forces on the atoms, in the same order (eV/Å):
-0.058 0.034 -0.432
-0.108 -0.137 -0.127
0.104 0.111 -0.005
0.074 0.116 0.052
-0.344 -0.036 0.086
-0.117 -0.012 -0.082
0.134 0.002 0.058
0.024 -0.130 0.227
0.083 -0.171 -0.452
-0.046 0.178 -0.036
0.033 0.314 0.094
-0.027 -0.012 -0.007
-0.090 0.146 0.080
0.064 -0.033 -0.270
0.280 0.199 0.073
-0.012 0.075 -0.079
0.026 -0.043 0.208
-0.014 -0.232 -0.423
-0.069 -0.054 0.059
-0.185 -0.101 0.076
-0.158 -0.020 0.154
0.023 -0.090 0.091
-0.090 -0.036 0.064
0.503 -0.066 0.249
-0.093 -0.026 -0.046
0.046 -0.127 -0.182
0.044 -0.042 -0.124
-0.156 -0.069 -0.017
-0.399 0.356 0.262
-0.107 0.107 0.361
0.145 0.033 0.477
-0.185 -0.275 -0.088
-0.129 0.372 0.234
-0.190 0.132 -0.264
0.184 -0.211 -0.743
-0.181 -0.046 -0.070
0.147 -0.214 0.210
-0.755 -0.021 -0.218
0.295 -0.035 -0.263
0.207 0.111 -0.116
0.151 0.166 -0.149
-0.049 -0.096 -0.202
0.712 0.708 0.514
-0.064 0.012 0.222
0.350 -0.833 0.550

---

2.
Here is a 15-piece molecular cluster, H30O15 overall at a distorted geometry from OMol25. Energies are from the ωB97M-V functional and the def2-TZVPD basis.

Calculated values
Frontier orbital gap, Eh: 0.370
Energy, Eh: -1146.5941
M, g mol⁻¹: 270.23
Total charge: 0
Relative energy (zero: lowest compared OMol25 entry of this formula, charge and spin), kcal/mol: 28.8
E_HOMO, Ha: -0.373

Cartesian coordinates (Å):
O (-0.950356, -1.956444, -3.610200)
H (-0.608356, -2.481444, -4.313200)
H (-0.322356, -2.196444, -2.930200)
O (2.825644, -1.222444, 1.375800)
H (2.947644, -2.126444, 1.052800)
H (2.249644, -0.840444, 0.769800)
O (-2.156356, -0.462444, 2.150800)
H (-2.667356, -1.133444, 1.771800)
H (-1.399356, -0.443444, 1.597800)
O (-2.016356, -1.219444, -0.831200)
H (-2.041356, -1.754444, -1.635200)
H (-1.608356, -1.801444, -0.257200)
O (0.669644, -2.147444, 3.234800)
H (1.315644, -1.824444, 2.600800)
H (1.213644, -2.477444, 3.925800)
O (0.882644, 1.248556, -2.292200)
H (1.377644, 0.583556, -1.851200)
H (1.475644, 1.970556, -2.505200)
O (1.936644, 1.262556, 2.205800)
H (0.991644, 1.030556, 1.923800)
H (1.988644, 1.879556, 2.917800)
O (0.893644, -2.491444, -1.423200)
H (1.760644, -2.659444, -1.785200)
H (0.726644, -2.958444, -0.620200)
O (0.529644, 3.932556, -1.521200)
H (-0.001356, 4.490556, -0.937200)
H (0.429644, 3.097556, -1.020200)
O (-2.022356, 1.597556, -2.118200)
H (-2.280356, 1.003556, -2.856200)
H (-1.107356, 1.336556, -1.993200)
O (-0.281356, 2.205556, 0.405800)
H (-0.072356, 2.867556, 1.067800)
H (-1.232356, 2.195556, 0.311800)
O (2.907644, 2.242556, -0.147200)
H (3.024644, 3.183556, -0.186200)
H (2.467644, 2.098556, 0.677800)
O (-0.689356, -3.310444, 1.053800)
H (-1.299356, -4.081444, 1.081800)
H (-0.439356, -2.971444, 1.920800)
O (0.187644, -0.402444, 0.491800)
H (0.077644, 0.544556, 0.269800)
H (-0.095356, -0.731444, -0.339200)
O (-2.985356, 1.999556, 0.751800)
H (-2.708356, 1.130556, 1.093800)
H (-3.895356, 1.792556, 0.518800)

Forces on the atoms, in the same order (eV/Å):
-0.395 0.316 0.466
-0.017 -0.516 -1.312
0.362 0.202 0.941
1.773 -2.013 1.762
0.153 0.242 0.042
-1.925 1.408 -1.745
-0.333 1.634 1.612
-1.440 -1.627 -0.776
1.799 -0.031 -0.865
-1.276 1.285 -2.137
-0.277 0.373 -0.408
1.276 -2.123 2.433
-0.860 0.129 -0.748
0.403 0.568 -0.469
0.519 -0.537 1.099
-1.141 0.268 -0.721
0.969 -0.645 0.580
0.204 0.145 0.170
-1.503 -1.102 -1.576
1.895 0.719 1.252
-0.584 0.491 0.811
-0.376 1.004 -1.307
0.327 -0.319 0.274
-0.005 -0.804 1.084
-0.127 0.012 0.800
0.069 0.378 -0.528
0.231 0.062 -0.642
-0.588 -0.642 -0.895
0.071 0.598 0.698
0.558 0.167 -0.057
0.898 -0.029 0.286
-0.071 0.073 0.167
-1.380 0.246 -0.217
0.531 -0.192 -1.149
0.094 0.708 -0.318
-0.355 -0.577 1.160
-0.643 -0.689 -1.403
0.816 0.984 0.526
-0.028 -0.208 0.740
0.679 1.071 0.885
0.208 0.265 0.541
-0.489 -1.242 -1.433
-0.066 -0.503 0.443
0.065 0.029 0.352
-0.023 0.425 -0.416

---

3.
Here is a 15-piece molecular cluster, H30O15 overall at a distorted geometry from OMol25. Energies are from the ωB97M-V functional and the def2-TZVPD basis.

Calculated values
Frontier orbital gap, Eh: 0.356
Energy, Eh: -1146.3969
M, g mol⁻¹: 270.22
Total charge: 0
Relative energy (zero: lowest compared OMol25 entry of this formula, charge and spin), kcal/mol: 152.6
E_HOMO, Ha: -0.376

Cartesian coordinates (Å):
H (-0.278827, -0.276763, -0.477044)
H (0.478859, 0.525260, 0.567347)
H (-1.697664, -0.242842, -4.291214)
H (-2.199728, 0.450235, -3.189292)
H (1.650738, 0.670865, 3.667198)
H (2.687193, -0.462517, 3.749824)
H (1.995273, 2.749720, -2.894066)
H (1.184142, 1.929391, -1.866443)
H (-2.857330, 0.626690, -1.686280)
H (-1.829005, -0.267822, -0.969587)
H (-0.120945, -4.676026, 0.108397)
H (0.350714, -6.068192, -0.576538)
H (-1.808920, 0.409694, 3.758709)
H (-2.291752, -0.902585, 2.982221)
H (1.393117, 4.252749, -1.159878)
H (1.336007, 5.511260, -0.552866)
H (3.800775, 1.103204, 0.378219)
H (2.410802, 1.391177, 0.169680)
H (-1.790284, -4.473641, -2.195559)
H (-1.203591, -3.147222, -2.070809)
H (1.534680, -3.448330, 2.528272)
H (2.072745, -3.920541, 1.199184)
H (0.634361, 4.613856, 1.241730)
H (-0.480159, 4.607300, 2.409846)
H (0.730842, -2.076202, -3.421302)
H (0.923402, -0.619926, -2.922711)
H (-2.048006, -2.097645, 1.746752)
H (-0.682058, -1.645506, 2.049986)
H (-2.312143, 2.815040, 0.962154)
H (-3.382230, 3.293607, -0.141630)
O (0.360604, -0.341060, 0.244392)
O (-2.246417, -0.370642, -3.534166)
O (2.510135, 0.492617, 4.047390)
O (2.072115, 2.058197, -2.208462)
O (-2.702949, 0.155970, -0.890469)
O (0.556054, -5.121892, -0.493440)
O (-1.588612, -0.485065, 3.579418)
O (1.256949, 4.656487, -0.292200)
O (2.991567, 0.674910, 0.447555)
O (-0.940633, -4.010507, -2.272418)
O (2.141367, -3.258031, 1.789970)
O (0.152608, 5.153835, 1.853170)
O (1.320645, -1.518077, -3.002740)
O (-1.484890, -1.390534, 1.557952)
O (-2.599553, 2.679504, 0.069751)

Forces on the atoms, in the same order (eV/Å):
0.438 0.016 0.529
0.121 1.543 0.626
0.561 -0.471 -1.267
-0.013 4.221 1.979
-0.287 0.080 -0.146
-0.294 2.180 0.567
0.025 -0.595 0.367
-0.199 -0.069 -0.018
-0.313 0.580 -0.619
-1.097 0.166 -0.085
1.271 -1.284 -1.458
-0.187 0.627 0.315
-0.598 1.064 0.293
1.651 1.837 1.426
0.071 -0.817 0.425
0.199 4.586 -0.383
2.704 0.917 -0.036
-0.159 -0.206 -0.115
0.416 -0.137 -0.212
-0.335 2.402 0.453
0.508 -0.065 -0.626
-0.508 -3.652 -3.275
0.067 -0.828 -0.339
1.534 0.931 -1.272
-2.085 -1.702 -1.318
0.437 -1.257 -0.200
-1.650 -2.117 -0.032
-0.196 0.663 -0.566
-0.127 0.412 0.694
1.984 -1.299 0.994
0.151 -1.277 -1.242
-0.205 -3.849 -1.441
0.598 -2.280 -0.452
0.010 0.710 -0.442
0.660 -1.171 1.308
-0.556 0.357 1.679
-1.030 -1.223 1.038
0.292 -3.948 -0.824
-2.257 -0.606 0.189
-0.576 -1.844 -0.738
-0.056 3.650 3.926
-2.100 0.068 2.495
1.664 2.879 1.492
1.301 -0.517 -2.027
-1.835 1.322 -1.660

---

4.
Here is a 15-piece molecular cluster, H30O15 overall at a distorted geometry from OMol25. Energies are from the ωB97M-V functional and the def2-TZVPD basis.

Calculated values
Frontier orbital gap, Eh: 0.381
Energy, Eh: -1146.5689
M, g mol⁻¹: 270.23
Total charge: 0
Relative energy (zero: lowest compared OMol25 entry of this formula, charge and spin), kcal/mol: 44.7
E_HOMO, Ha: -0.390

Cartesian coordinates (Å):
O (2.396553, 0.849690, -2.877280)
H (2.929289, 1.659378, -2.924953)
H (2.916815, 0.184008, -2.408529)
O (-0.652455, 1.187578, -3.058820)
H (0.157022, 1.623119, -3.365829)
H (-0.296316, 0.516194, -2.470419)
O (-0.436500, -3.782570, 1.124243)
H (0.522988, -3.852399, 1.088688)
H (-0.654469, -3.182912, 1.843174)
O (1.100125, -0.790271, -0.606271)
H (0.176064, -0.915413, -0.843905)
H (1.535310, -1.543648, -1.028243)
O (2.479206, -2.971420, 1.170587)
H (1.990704, -2.346098, 0.626613)
H (3.282674, -3.100886, 0.655810)
O (-4.953950, -1.501399, 0.393607)
H (-4.481563, -1.533476, 1.228671)
H (-4.354598, -1.027188, -0.193599)
O (-2.936912, 0.755155, 1.755437)
H (-2.689397, -0.114332, 1.430692)
H (-3.604791, 1.193653, 1.227047)
O (1.806466, 1.903754, 1.942805)
H (1.789998, 2.226881, 2.841424)
H (0.895541, 2.071880, 1.608397)
O (3.299355, 2.324390, -0.332801)
H (2.989824, 2.395679, 0.592064)
H (3.390801, 3.247109, -0.608918)
O (0.761844, -1.869995, -3.574608)
H (0.327411, -2.222560, -4.364810)
H (0.982514, -0.973023, -3.891086)
O (0.720172, 0.878457, 4.248066)
H (1.561616, 0.683443, 4.677262)
H (0.292912, 0.076281, 3.920854)
O (-1.690334, -1.691984, -1.821035)
H (-1.960807, -2.579062, -1.555894)
H (-1.026149, -1.727314, -2.514885)
O (-2.259170, 3.417733, -2.851801)
H (-1.812077, 2.598368, -3.132868)
H (-1.864979, 3.787983, -2.055173)
O (0.290354, -1.557944, 2.928647)
H (-0.378602, -1.348797, 2.274860)
H (1.070203, -0.994779, 2.827540)
O (-0.789562, 2.659538, 2.003976)
H (-1.357796, 3.444452, 1.976510)
H (-1.465346, 1.942768, 2.094736)

Forces on the atoms, in the same order (eV/Å):
-0.032 0.025 -0.633
-0.094 -0.559 0.344
-0.068 0.545 0.137
0.529 -0.070 -0.438
-0.109 -0.090 0.100
-0.076 0.009 0.268
-0.610 -0.105 -0.497
0.159 0.149 0.366
0.500 -0.372 0.105
0.358 -0.301 0.136
-0.389 -0.244 0.066
-0.209 0.204 -0.294
0.129 -0.137 -0.310
-0.323 0.452 0.249
0.150 -0.201 0.195
0.189 0.140 -0.093
-0.126 -0.104 0.215
-0.098 -0.082 -0.205
0.548 0.184 0.942
-0.402 0.270 -0.506
-0.119 -0.464 -0.455
0.006 0.087 -1.029
-0.322 -0.045 0.309
0.701 0.023 0.490
0.224 0.655 -0.026
-0.232 -0.406 -0.152
0.042 -0.274 0.048
-0.292 0.613 -0.661
0.092 -0.316 0.213
0.173 -0.170 0.490
-0.066 0.705 0.441
-0.379 -0.469 -0.095
0.289 -0.086 0.506
-0.364 0.557 0.623
0.406 0.012 -0.240
0.167 -0.544 -0.258
-0.504 0.306 -0.438
0.028 0.412 0.858
0.252 -0.546 -0.250
-0.151 -0.306 0.747
0.457 0.588 -0.347
-0.165 -0.147 -0.802
-1.410 -0.242 0.058
0.476 -0.067 -0.045
0.663 0.413 -0.128

---

5.
Here is a 17-piece molecular cluster, H32O20S overall at a distorted geometry from OMol25. Energies are from the ωB97M-V functional and the def2-TZVPD basis.

Calculated values
Frontier orbital gap, Eh: 0.310
Energy, Eh: -1922.2718
M, g mol⁻¹: 384.30
Total charge: -2
Relative energy (zero: lowest compared OMol25 entry of this formula, charge and spin), kcal/mol: 101.3
E_HOMO, Ha: -0.134

Cartesian coordinates (Å):
S (-0.149283, 0.132340, -0.236604)
O (-1.482283, 0.094340, 0.320396)
O (-0.195283, 0.407340, -1.630604)
O (0.628717, 1.177340, 0.433396)
O (0.455717, -1.211660, -0.095604)
O (2.186717, -4.107660, 0.273396)
H (1.282717, -3.936660, 0.038396)
H (2.296717, -5.089660, 0.295396)
O (1.393717, 1.789340, -2.844604)
H (1.294717, 2.668340, -2.542604)
H (0.648717, 1.314340, -2.479604)
O (1.471717, 4.124340, -1.341604)
H (1.057717, 3.786340, -0.570604)
H (2.406717, 3.777340, -1.324604)
O (1.187717, -2.216660, -2.299604)
H (1.524717, -3.113660, -2.140604)
H (0.937717, -1.778660, -1.472604)
O (1.158717, 1.151340, 2.821396)
H (0.282717, 0.909340, 3.165396)
H (0.966717, 1.124340, 1.883396)
O (-2.359283, 1.881340, 2.030396)
H (-2.051283, 1.326340, 1.270396)
H (-3.273283, 1.506340, 2.181396)
O (3.120717, -1.188660, -0.019604)
H (2.229717, -1.439660, 0.047396)
H (3.517717, -1.845660, -0.600604)
O (-1.611283, 1.988340, -3.036604)
H (-1.308283, 2.076340, -3.951604)
H (-1.005283, 1.402340, -2.553604)
O (-2.585283, -2.009660, 1.300396)
H (-2.474283, -2.197660, 2.235396)
H (-2.127283, -1.188660, 1.010396)
O (-0.756283, -3.585660, 0.050396)
H (-0.277283, -2.769660, -0.057604)
H (-1.570283, -3.208660, 0.408396)
O (-1.414283, -1.008660, -3.515604)
H (-1.600283, -0.504660, -4.333604)
H (-0.849283, -0.459660, -2.936604)
O (-3.714283, 0.667340, -0.547604)
H (-3.768283, 0.046340, -1.264604)
H (-2.841283, 0.433340, -0.215604)
O (0.020717, 3.651340, 0.745396)
H (0.377717, 3.972340, 1.594396)
H (0.157717, 2.702340, 0.674396)
O (3.028717, 1.414340, 0.515396)
H (3.108717, 0.481340, 0.209396)
H (2.033717, 1.362340, 0.487396)
O (-1.182283, 0.245340, 3.942396)
H (-1.575283, 0.728340, 3.228396)
H (-1.642283, 0.673340, 4.656396)
O (0.730717, -2.043660, 2.315396)
H (0.659717, -1.822660, 1.385396)
H (1.645717, -2.287660, 2.492396)

Forces on the atoms, in the same order (eV/Å):
1.341 -0.631 0.382
-0.470 -0.179 1.197
-0.727 -0.398 -1.477
-1.926 -0.717 -1.101
-0.077 0.811 0.666
1.550 -1.414 0.042
-1.187 -0.208 0.084
-0.444 1.383 -0.057
1.223 -0.858 -1.818
-0.237 1.673 0.607
0.659 -0.051 0.140
2.892 0.561 -2.227
-0.891 -0.343 1.697
-1.522 0.372 0.205
0.693 -0.842 -1.284
-0.345 0.682 0.316
0.120 -0.428 -0.095
-0.358 0.309 1.420
0.710 -0.084 0.525
0.511 -0.067 0.211
-1.625 -0.983 0.290
-0.016 0.629 0.506
1.330 0.739 -0.412
2.652 -0.180 -0.155
-1.970 -0.422 0.159
-0.108 0.131 -0.003
-0.729 0.628 -0.803
0.239 -0.113 0.602
-0.570 0.444 -0.289
-0.815 -0.534 -0.207
0.482 0.497 -0.052
-0.054 -0.400 0.689
-0.046 -1.129 -0.336
0.297 0.542 -0.353
-0.450 -0.157 0.378
-0.398 0.026 -0.996
0.297 -0.229 1.042
-0.329 -0.480 -0.486
-1.111 0.314 0.063
-0.352 -0.292 -0.742
0.019 0.291 -0.076
-0.262 1.544 0.678
-0.204 -0.736 -0.604
0.005 -0.443 0.512
-0.282 -0.611 -0.449
1.018 0.749 0.183
1.964 0.961 0.038
-0.001 -0.921 1.007
-0.529 0.712 -1.596
-0.027 0.125 0.871
0.004 -0.606 1.383
0.195 0.130 -0.020
-0.140 0.206 -0.254